Computed, not measured: a cluster of 11 separate species, H22O11 in total, with ωB97M-V/def2-TZVPD.

The net charge is 0. The SMILES is O.O.O.O.O.O.O.O.O.O.O. The spin multiplicity is 1.

Last columns: bonded neighbours and bond lengths (Å).
CARTESIAN COORDINATES (ANGSTROEM)
1 O 0.51296 -0.02328 3.08306  H2 0.962, H3 0.985
2 H 0.28481 -0.77911 3.63356  O1 0.962
3 H -0.28285 0.55637 3.09163  O1 0.985
4 O 2.09577 2.56819 1.03552  H5 0.964, H6 0.966
5 H 2.58024 1.93570 0.49284  O4 0.964
6 H 1.29562 2.09766 1.30310  O4 0.966
7 O 2.18476 -2.28821 1.14370  H8 0.964, H9 0.967
8 H 1.56536 -3.00730 0.97221  O7 0.964
9 H 1.63083 -1.49579 1.17194  O7 0.967
10 O 3.21663 -0.14023 -3.15583  H11 0.966, H12 0.965
11 H 2.29548 0.04363 -2.93037  O10 0.966
12 H 3.22773 -0.23069 -4.11620  O10 0.965
13 O -0.99940 -3.17003 1.16281  H14 0.972, H15 0.962
14 H -0.68835 -2.41206 0.63896  O13 0.972
15 H -1.77391 -3.49571 0.69378  O13 0.962
16 O -1.31121 2.14277 -0.32274  H17 0.978, H18 0.963
17 H -0.75146 1.85865 -1.07324  O16 0.978
18 H -1.32405 3.10291 -0.39323  O16 0.963
19 O 0.03004 -1.58652 -2.89379  H20 0.965, H21 0.966
20 H -0.69671 -1.56291 -3.52844  O19 0.965
21 H 0.82883 -1.62485 -3.43599  O19 0.966
22 O -1.69874 1.59682 2.88881  H23 0.964, H24 0.966
23 H -1.85479 2.51156 3.14853  O22 0.964
24 H -2.20356 1.48169 2.07278  O22 0.966
25 O -0.11537 -0.65975 -0.01476  H26 0.969, H27 0.966
26 H -0.33279 0.18863 0.39975  O25 0.969
27 H 0.31687 -0.42761 -0.84711  O25 0.966
28 O -3.62338 -0.51442 1.45509  H29 0.963, H30 0.966
29 H -3.93416 -1.36640 1.13263  O28 0.963
30 H -2.81644 -0.35391 0.94908  O28 0.966
31 O 0.72705 1.58568 -2.20944  H32 0.969, H33 0.968
32 H 0.22387 1.27723 -2.97849  O31 0.969
33 H 1.39034 2.19128 -2.57017  O31 0.968

***

Computed, not measured: a cluster of 11 separate species, H22O11 in total, with ωB97M-V/def2-TZVPD.

The net charge is 0. The SMILES is O.O.O.O.O.O.O.O.O.O.O. The spin multiplicity is 1.

Last columns: bonded neighbours and bond lengths (Å).
CARTESIAN COORDINATES (ANGSTROEM)
1 O 0.67039 -0.89130 -0.17804  H2 0.964, H3 0.964
2 H -0.12842 -0.40635 0.05800  O1 0.964
3 H 1.29982 -0.65709 0.51331  O1 0.964
4 O -3.76677 1.56499 -0.50156  H5 0.964, H6 0.964
5 H -3.26963 0.80795 -0.83131  O4 0.964
6 H -4.66156 1.22578 -0.38635  O4 0.964
7 O -1.27965 -3.50215 -2.14436  H8 0.964, H9 0.964
8 H -2.11113 -3.86729 -2.46732  O7 0.964
9 H -0.68138 -4.25771 -2.13052  O7 0.964
10 O 3.87072 0.74079 -0.34246  H11 0.964, H12 0.964
11 H 4.57980 0.99294 0.25972  O10 0.964
12 H 3.36293 1.55163 -0.45940  O10 0.964
13 O -1.50763 -2.06982 0.08701  H14 0.964, H15 0.964
14 H -0.76627 -1.88205 0.67362  O13 0.964
15 H -1.60610 -3.02753 0.13269  O13 0.964
16 O 2.45123 -0.58382 3.16287  H17 0.964, H18 0.964
17 H 2.91272 0.25578 3.05759  O16 0.964
18 H 3.15293 -1.21371 3.36246  O16 0.964
19 O 3.26571 -1.49016 1.03034  H20 0.964, H21 0.964
20 H 3.26477 -0.55178 1.25042  O19 0.964
21 H 3.10123 -1.92876 1.87269  O19 0.964
22 O 3.18861 2.79832 -2.09998  H23 0.964, H24 0.964
23 H 2.91056 3.71057 -1.96040  O22 0.964
24 H 2.36117 2.31117 -2.18378  O22 0.964
25 O -0.61208 -1.12639 -2.43005  H26 0.964, H27 0.964
26 H -0.28983 -1.31291 -1.54103  O25 0.964
27 H -1.43751 -0.65027 -2.28521  O25 0.964
28 O -4.61847 0.65414 2.36940  H29 0.964, H30 0.964
29 H -3.67134 0.82813 2.32858  O28 0.964
30 H -4.93093 1.22309 3.08190  O28 0.964
31 O -1.29630 3.51410 -0.45405  H32 0.964, H33 0.964
32 H -1.74343 4.36761 -0.43011  O31 0.964
33 H -2.01415 2.87211 -0.41468  O31 0.964

***

Computed, not measured: a cluster of 11 separate species, H22O11 in total, with ωB97M-V/def2-TZVPD.

The net charge is 0. The SMILES is O.O.O.O.O.O.O.O.O.O.O. The spin multiplicity is 1.

Last columns: bonded neighbours and bond lengths (Å).
CARTESIAN COORDINATES (ANGSTROEM)
1 O 0.19842 -0.32656 1.05957  H2 0.964, H3 0.915
2 H -0.73914 -0.48005 1.22107  O1 0.964
3 H 0.35013 0.13341 0.28332  O1 0.915
4 O 1.87520 -1.41652 4.30550  H5 0.967, H6 0.947
5 H 2.55923 -1.86012 4.82507  O4 0.967
6 H 2.01091 -0.48653 4.42066  O4 0.947
7 O 3.62236 0.66589 -2.68825  H8 0.961, H9 1.003
8 H 2.67532 0.59242 -2.54445  O7 0.961
9 H 3.86252 1.64012 -2.67657  O7 1.003
10 O -2.12290 -1.21788 3.82373  H11 0.917, H12 1.002
11 H -1.28995 -0.89218 3.62328  O10 0.917
12 H -2.61653 -0.53717 3.27855  O10 1.002
13 O -4.71643 1.49096 -0.64811  H14 0.896, H15 0.997
14 H -5.19250 1.56018 -1.40402  O13 0.896
15 H -3.83991 1.20200 -1.02419  O13 0.997
16 O 0.23229 -4.21485 -1.95264  H17 1.000, H18 0.905
17 H 0.99510 -4.19083 -2.59809  O16 1.000
18 H 0.68290 -4.07126 -1.18090  O16 0.905
19 O -0.60684 4.03779 -0.81406  H20 0.953, H21 1.019
20 H -0.95895 3.16979 -0.63684  O19 0.953
21 H -1.24346 4.32331 -1.55606  O19 1.019
22 O -3.36118 2.36161 -2.27198  H23 1.016, H24 0.952
23 H -2.74263 2.54653 -1.48708  O22 1.016
24 H -3.67060 3.24629 -2.44126  O22 0.952
25 O 1.29877 -0.72950 -2.88312  H26 1.005, H27 0.966
26 H 1.66482 -0.93911 -1.97081  O25 1.005
27 H 0.34784 -0.89713 -2.87392  O25 0.966
28 O -0.51017 -2.38212 -0.66931  H29 0.947, H30 0.998
29 H 0.41626 -2.56588 -0.59757  O28 0.947
30 H -0.83489 -2.85331 -1.48695  O28 0.998
31 O 3.97407 0.70959 3.34895  H32 0.956, H33 0.928
32 H 3.23481 1.27665 3.56239  O31 0.956
33 H 4.44513 1.10445 2.65405  O31 0.928

***

Computed, not measured: a cluster of 11 separate species, H22O11 in total, with ωB97M-V/def2-TZVPD.

The net charge is 0. The SMILES is O.O.O.O.O.O.O.O.O.O.O. The spin multiplicity is 1.

Last columns: bonded neighbours and bond lengths (Å).
CARTESIAN COORDINATES (ANGSTROEM)
1 O 3.26492 0.52195 -2.32152  H2 0.953, H3 0.960
2 H 3.77056 1.32678 -2.25382  O1 0.953
3 H 2.42261 0.78935 -1.94644  O1 0.960
4 O -1.35002 0.27671 2.77817  H5 0.970, H6 0.978
5 H -0.57682 0.79487 3.05025  O4 0.970
6 H -1.79669 0.88115 2.15168  O4 0.978
7 O -0.04170 1.41359 -2.54382  H8 0.993, H9 0.955
8 H -0.05300 0.46059 -2.82353  O7 0.993
9 H -0.37800 1.92997 -3.27324  O7 0.955
10 O 1.30176 2.45987 -0.17640  H11 0.966, H12 0.966
11 H 0.61399 2.30985 -0.83851  O10 0.966
12 H 1.01132 2.00980 0.62699  O10 0.966
13 O 1.22899 -2.86245 -0.53702  H14 0.972, H15 0.966
14 H 0.59844 -2.95316 0.19691  O13 0.972
15 H 2.08841 -2.63227 -0.16119  O13 0.966
16 O -2.98941 1.48793 0.02813  H17 0.973, H18 0.963
17 H -2.07519 1.31933 -0.26017  O16 0.973
18 H -3.25703 2.30031 -0.41426  O16 0.963
19 O 1.37079 1.60092 2.69892  H20 0.971, H21 0.971
20 H 1.77486 0.71864 2.66205  O19 0.971
21 H 1.99961 2.11681 3.23012  O19 0.971
22 O -0.11775 -2.27319 2.07504  H23 0.961, H24 0.992
23 H 0.39035 -2.44741 2.87208  O22 0.961
24 H -0.46539 -1.34945 2.17049  O22 0.992
25 O 0.49399 -1.30840 -2.75254  H26 0.966, H27 0.982
26 H 0.18235 -2.03541 -3.30716  O25 0.966
27 H 0.82171 -1.74521 -1.93648  O25 0.982
28 O -0.14243 -0.04674 0.20748  H29 0.972, H30 0.974
29 H 0.28060 -0.80976 0.63694  O28 0.972
30 H -0.14887 -0.27792 -0.73838  O28 0.974
31 O -3.50491 -1.72332 0.22048  H32 0.967, H33 0.969
32 H -4.04507 -0.92390 0.15529  O31 0.967
33 H -2.67296 -1.32985 0.52347  O31 0.969

***

Computed, not measured: a cluster of 11 separate species, H22O11 in total, with ωB97M-V/def2-TZVPD.

The net charge is 0. The SMILES is O.O.O.O.O.O.O.O.O.O.O. The spin multiplicity is 1.

Last columns: bonded neighbours and bond lengths (Å).
CARTESIAN COORDINATES (ANGSTROEM)
1 O 0.74431 -3.42705 -1.65455  H2 0.969, H3 0.982
2 H 1.09940 -4.27885 -1.36020  O1 0.969
3 H -0.10112 -3.33914 -1.16274  O1 0.982
4 O -1.19233 2.80922 2.13128  H5 0.980, H6 0.960
5 H -1.87100 3.45512 2.41843  O4 0.980
6 H -0.77657 3.05526 1.30139  O4 0.960
7 O -1.79165 -2.33416 -0.40892  H8 0.977, H9 0.986
8 H -1.64145 -1.48490 0.05088  O7 0.977
9 H -2.68552 -2.60798 -0.09418  O7 0.986
10 O 0.58186 -1.22026 -3.01271  H11 0.960, H12 0.947
11 H 1.01342 -2.07348 -2.92370  O10 0.960
12 H 1.25789 -0.62764 -3.31162  O10 0.947
13 O 0.69657 -2.13812 2.14152  H14 0.939, H15 0.979
14 H -0.23342 -2.03809 2.06383  O13 0.939
15 H 0.87585 -1.33686 2.67522  O13 0.979
16 O 2.42646 1.84491 -0.56939  H17 0.935, H18 1.012
17 H 3.14670 1.96890 0.01329  O16 0.935
18 H 2.03824 0.93298 -0.36500  O16 1.012
19 O -1.19755 1.11733 -2.29871  H20 0.954, H21 0.949
20 H -1.91878 1.72315 -2.44816  O19 0.954
21 H -1.15073 0.41858 -2.93851  O19 0.949
22 O 0.57504 0.58309 3.02527  H23 0.936, H24 0.953
23 H -0.21285 1.08141 3.10765  O22 0.936
24 H 1.21702 1.08634 2.53227  O22 0.953
25 O -0.00089 3.22186 -0.40299  H26 0.972, H27 1.008
26 H -0.45673 2.64241 -1.03596  O25 0.972
27 H 0.93115 2.84440 -0.47696  O25 1.008
28 O 0.95936 -0.60556 -0.16173  H29 1.002, H30 0.975
29 H 1.05588 -1.49587 0.28698  O28 1.002
30 H 0.76761 -0.71077 -1.11171  O28 0.975
31 O -1.58839 0.00679 1.24568  H32 0.950, H33 0.980
32 H -0.64592 0.06927 1.14594  O31 0.950
33 H -1.92189 0.85770 1.59812  O31 0.980

***

Computed, not measured: a cluster of 11 separate species, H22O11 in total, with ωB97M-V/def2-TZVPD.

The net charge is 0. The SMILES is O.O.O.O.O.O.O.O.O.O.O. The spin multiplicity is 1.

Last columns: bonded neighbours and bond lengths (Å).
CARTESIAN COORDINATES (ANGSTROEM)
1 O 0.86411 -2.47901 2.96480  H2 0.980, H3 1.002
2 H 1.09393 -2.31105 2.02663  O1 0.980
3 H -0.10596 -2.70303 3.07814  O1 1.002
4 O -1.03736 -3.08804 0.71101  H5 0.986, H6 0.937
5 H -0.40136 -2.62728 0.11452  O4 0.986
6 H -0.64309 -3.93797 0.68227  O4 0.937
7 O 0.59122 1.63575 2.89463  H8 0.961, H9 0.980
8 H 0.64689 1.03475 3.64232  O7 0.961
9 H 0.91976 1.10702 2.13769  O7 0.980
10 O 0.17782 0.76048 -2.73771  H11 0.940, H12 0.975
11 H 0.58484 1.48036 -2.29121  O10 0.940
12 H 0.72202 0.61684 -3.53405  O10 0.975
13 O -1.52423 2.36593 0.97756  H14 0.925, H15 0.924
14 H -1.96139 2.46843 1.78618  O13 0.925
15 H -0.68301 2.06327 1.21044  O13 0.924
16 O 0.50714 -1.81650 -1.94520  H17 0.977, H18 0.954
17 H -0.32590 -2.24360 -2.22325  O16 0.977
18 H 0.40461 -0.87200 -2.03459  O16 0.954
19 O -1.74764 -0.39372 -0.36169  H20 0.912, H21 0.963
20 H -2.36091 -1.03968 -0.16739  O19 0.912
21 H -1.95813 -0.17494 -1.27515  O19 0.963
22 O 1.73738 2.72312 -1.10559  H23 0.944, H24 0.969
23 H 1.36671 3.45912 -0.64466  O22 0.944
24 H 1.73570 2.06951 -0.39045  O22 0.969
25 O 1.88507 -2.27987 0.47090  H26 0.974, H27 0.950
26 H 1.56547 -2.54599 -0.41000  O25 0.974
27 H 2.81401 -2.46619 0.39541  O25 0.950
28 O 0.77092 0.45504 0.28858  H29 0.983, H30 0.960
29 H 1.15451 -0.43558 0.12947  O28 0.983
30 H -0.13796 0.34957 -0.00252  O28 0.960
31 O -1.95106 2.92073 -1.71037  H32 0.949, H33 0.933
32 H -2.00082 2.43640 -0.89547  O31 0.949
33 H -2.70329 3.46814 -1.78126  O31 0.933

***

Computed, not measured: a cluster of 11 separate species, H22O11 in total, with ωB97M-V/def2-TZVPD.

The net charge is 0. The SMILES is O.O.O.O.O.O.O.O.O.O.O. The spin multiplicity is 1.

Last columns: bonded neighbours and bond lengths (Å).
CARTESIAN COORDINATES (ANGSTROEM)
1 O 1.93318 -0.59158 -2.46597  H2 0.962, H3 0.948
2 H 1.22518 -0.66158 -1.81797  O1 0.962
3 H 1.62018 0.00642 -3.13197  O1 0.948
4 O 0.16218 -0.15858 -0.10197  H5 0.950, H6 0.962
5 H 0.15018 0.29742 0.73103  O4 0.950
6 H -0.74382 -0.48158 -0.11897  O4 0.962
7 O 1.74818 -2.31458 1.62403  H8 0.947, H9 0.931
8 H 2.28118 -3.09758 1.60303  O7 0.947
9 H 1.98918 -1.95358 0.80003  O7 0.931
10 O -2.44382 -0.63358 -0.53997  H11 0.950, H12 0.980
11 H -2.86582 -1.39158 -0.92597  O10 0.950
12 H -2.85182 -0.51858 0.34403  O10 0.980
13 O 0.60618 1.06442 2.38403  H14 0.983, H15 0.998
14 H 0.00418 0.33742 2.65703  O13 0.983
15 H 1.45518 0.65042 2.70703  O13 0.998
16 O 2.64818 1.56842 -0.05097  H17 0.971, H18 0.963
17 H 2.28518 0.67342 -0.15397  O16 0.971
18 H 2.73418 1.61942 0.90703  O16 0.963
19 O -0.78182 -2.78758 -2.19297  H20 0.975, H21 0.952
20 H -1.32882 -2.03258 -2.47797  O19 0.975
21 H -0.83282 -3.35758 -2.95397  O19 0.952
22 O -0.58782 1.88742 -1.80897  H23 0.969, H24 0.971
23 H -0.45482 1.04242 -1.35397  O22 0.969
24 H -1.44382 1.69842 -2.22597  O22 0.971
25 O 0.05418 3.61742 1.90903  H26 0.979, H27 0.947
26 H 0.37918 2.73442 2.17803  O25 0.979
27 H -0.71582 3.81342 2.42503  O25 0.947
28 O -2.16982 2.87342 0.49103  H29 0.985, H30 0.939
29 H -1.52882 3.29642 1.10703  O28 0.985
30 H -1.67582 2.46042 -0.19197  O28 0.939
31 O -0.52282 -3.49358 0.36903  H32 0.972, H33 0.938
32 H 0.23418 -3.03558 0.77203  O31 0.972
33 H -0.56182 -3.13158 -0.49497  O31 0.938

***

Which relative energy (zero: lowest compared OMol25 entry of this formula, charge and spin) belongs to each record? In order, 34.98; 85.22; 114.62; 17.64; 4.71; 23.50; 45.20 kcal per mole.
Which orbital gap belongs to each record? In order, 0.3551; 0.3463; 0.3802; 0.3849; 0.4199; 0.3911; 0.3763 Eh.